This record from the Open Molecules 2025 dataset describes one molecule with the formula C13H9BrS at a distorted geometry. The level of theory is ωB97M-V/def2-TZVPD.

For the HOMO energy, the calculation gives -8.769 eV. The calculation puts the frontier orbital gap at 0.29375 Eh. The SMILES is S=C(Br)c1ccccc1-c1ccccc1.

Cartesian coordinates (Å):
C: 3.3491 -0.2458 -1.1791
C: 2.8841 1.0508 -1.1167
C: 2.5217 -1.3345 -0.8673
C: -2.8150 1.5497 -0.2315
C: -3.3162 0.7777 0.8118
C: 1.5726 1.2808 -0.7247
C: 1.2348 -1.0830 -0.4905
C: -1.5460 1.4033 -0.6566
C: -2.6282 -0.3945 1.2081
C: 0.7113 0.1983 -0.4310
C: -0.7290 0.3515 -0.1263
C: -1.2969 -0.4783 0.8058
C: -0.4247 -1.8730 1.6377
S: -0.9085 -3.4477 1.7001
Br: 1.0826 -1.3291 2.7087
H: 4.3790 -0.3894 -1.2864
H: 3.5999 1.7589 -1.2780
H: 2.9855 -2.3841 -0.6863
H: -3.6409 2.1854 -0.6091
H: -4.3725 0.9212 1.0184
H: 1.2153 2.3183 -0.5780
H: 0.4810 -1.7365 0.0087
H: -1.0796 1.9373 -1.4745
H: -3.2592 -1.0374 1.8366